Record 1
This record from the Open Molecules 2025 dataset describes a structure of composition C67H83Cl3N10O2Rb at a distorted geometry. The level of theory is ωB97M-V with the def2-TZVPD basis set.

Element x y z (Å)
Rb1 -0.836 1.386 -1.227
C1 -2.478 -5.000 0.656
C2 -1.661 -4.249 -0.406
C3 -2.144 -2.844 -0.609
C4 -3.077 -2.383 -1.484
C5 -3.873 -3.164 -2.483
C6 -5.321 -3.411 -2.040
C7 -3.157 -0.929 -1.268
N1 -2.298 -0.563 -0.303
C8 -1.667 -1.670 0.131
C9 -0.735 -1.697 1.171
C10 -0.163 -0.609 1.855
C11 0.578 -0.725 3.114
C12 0.687 -1.968 3.948
C13 -0.647 -2.316 4.633
C14 0.935 0.546 3.463
C15 0.383 1.418 2.429
C16 0.374 2.826 2.497
C17 -0.399 3.709 1.736
N2 -1.267 3.336 0.775
C18 -1.961 4.429 0.412
C19 -3.041 4.446 -0.483
C20 -3.671 3.365 -1.112
N3 -3.346 2.073 -0.946
C21 -4.109 1.345 -1.782
C22 -4.010 -0.043 -1.950
C23 -5.031 2.225 -2.518
C24 -4.766 3.487 -2.094
C25 -5.416 4.766 -2.519
C26 -6.469 5.256 -1.516
C27 -6.061 1.774 -3.506
C28 -7.312 1.201 -2.825
C29 -1.462 5.609 1.135
C30 -0.487 5.157 1.967
C31 0.295 5.933 2.984
C32 -0.286 5.800 4.400
C33 -2.017 6.995 1.026
C34 -3.333 7.158 1.800
N4 -0.219 0.687 1.467
C35 1.669 0.990 4.695
C36 0.735 1.245 5.886
H1 -2.072 -6.000 0.847
H2 -3.515 -5.108 0.329
H3 -2.481 -4.439 1.594
H4 -1.703 -4.800 -1.350
H5 -0.612 -4.224 -0.100
H6 -3.388 -4.128 -2.662
H7 -3.881 -2.627 -3.436
H8 -5.348 -4.009 -1.126
H9 -5.881 -3.941 -2.816
H10 -5.828 -2.466 -1.834
H11 -0.438 -2.685 1.518
H12 1.459 -1.834 4.716
H13 0.986 -2.813 3.323
H14 -0.983 -1.485 5.255
H15 -0.560 -3.210 5.263
H16 -1.416 -2.493 3.880
H17 0.970 3.273 3.290
H18 -3.451 5.426 -0.710
H19 -4.659 -0.480 -2.703
H20 -5.886 4.634 -3.497
H21 -4.652 5.538 -2.640
H22 -7.244 4.499 -1.375
H23 -6.946 6.177 -1.865
H24 -6.010 5.450 -0.543
H25 -5.630 1.015 -4.163
H26 -6.354 2.615 -4.139
H27 -7.038 0.394 -2.140
H28 -8.023 0.809 -3.559
H29 -7.813 1.975 -2.238
H30 0.312 6.989 2.705
H31 1.335 5.591 2.991
H32 -1.308 6.186 4.421
H33 0.308 6.351 5.135
H34 -0.324 4.749 4.697
H35 -2.189 7.242 -0.026
H36 -1.291 7.718 1.404
H37 -4.065 6.420 1.465
H38 -3.756 8.158 1.665
H39 -3.169 6.995 2.869
H40 2.219 1.910 4.475
H41 2.414 0.239 4.978
H42 -0.035 1.967 5.609
H43 1.285 1.633 6.750
H44 0.238 0.319 6.185
Cl1 0.003 5.516 -4.983
C37 -0.285 3.879 -5.523
C38 -0.558 3.658 -6.871
C39 -0.770 2.387 -7.342
Cl2 -1.111 2.157 -9.047
C40 -0.703 1.275 -6.474
C41 -0.885 -0.068 -6.875
C42 -0.779 -1.075 -5.956
C43 -0.480 -0.750 -4.620
N5 -0.306 0.485 -4.211
C44 -0.422 1.502 -5.096
C45 -0.221 2.850 -4.552
O1 0.028 3.039 -3.333
H45 -0.599 4.500 -7.549
H46 -1.110 -0.279 -7.912
H47 -0.922 -2.110 -6.243
H48 -0.394 -1.525 -3.859
C46 3.750 3.878 -1.837
C47 2.288 3.417 -1.636
N6 2.283 2.050 -1.109
C48 2.768 2.053 0.262
C49 4.141 2.761 0.324
N7 4.624 2.898 -1.096
C50 4.588 1.557 -1.783
C51 3.093 1.167 -1.931
H49 3.939 4.873 -1.438
H50 4.053 3.854 -2.882
H51 1.718 3.457 -2.565
H52 1.763 4.057 -0.924
H53 2.833 1.021 0.613
H54 2.053 2.561 0.895
H55 4.892 2.204 0.878
H56 4.066 3.766 0.739
H57 5.578 3.236 -1.086
H58 5.146 0.861 -1.157
H59 5.094 1.655 -2.742
H60 2.936 0.134 -1.619
H61 2.762 1.255 -2.967
C52 1.528 -6.450 -0.459
C53 2.200 -6.626 0.907
C54 3.380 -7.592 0.761
C55 1.158 -7.261 1.842
C56 2.667 -5.244 1.482
O2 1.533 -4.439 1.778
C57 3.554 -5.452 2.736
C58 3.586 -4.299 3.764
C59 4.445 -3.119 3.383
C60 5.830 -3.247 3.330
C61 6.632 -2.199 2.907
C62 6.040 -0.997 2.559
Cl3 7.048 0.316 1.995
C63 4.672 -0.821 2.652
C64 3.882 -1.888 3.057
C65 3.501 -4.413 0.472
N8 2.733 -3.622 -0.468
C66 2.013 -2.502 -0.250
N9 1.513 -2.065 -1.383
C67 2.017 -2.937 -2.296
N10 2.777 -3.888 -1.795
H62 1.002 -7.369 -0.732
H63 2.254 -6.231 -1.242
H64 0.800 -5.635 -0.436
H65 3.038 -8.499 0.257
H66 3.795 -7.888 1.728
H67 4.186 -7.166 0.158
H68 0.972 -8.291 1.528
H69 0.202 -6.733 1.789
H70 1.482 -7.298 2.886
H71 0.976 -4.896 2.418
H72 4.574 -5.662 2.398
H73 3.211 -6.339 3.267
H74 3.964 -4.722 4.698
H75 2.573 -3.946 3.960
H76 6.294 -4.184 3.623
H77 7.707 -2.314 2.849
H78 4.216 0.138 2.432
H79 2.805 -1.741 3.112
H80 4.137 -5.063 -0.119
H81 4.134 -3.736 1.035
H82 1.802 -2.091 0.731
H83 1.805 -2.871 -3.355

Its energy is -4705.64846 a.u. Its net charge is -1. Its spin multiplicity is 1. Its energy relative to the best compared isomer or geometry (same formula, charge and spin) is 0.857 eV. Its LUMO energy is 0.96 eV. For the HOMO energy, the calculation gives -3.0285 eV.

Here are the Löwdin charges for atoms 1 to 99, given in e: atom 1 (Rb): 0.910, atom 2 (C): -0.079, atom 3 (C): -0.200, atom 4 (C): -0.136, atom 5 (C): -0.139, atom 6 (C): -0.200, atom 7 (C): -0.092, atom 8 (C): -0.271, atom 9 (N): -0.005, atom 10 (C): -0.263, atom 11 (C): 0.015, atom 12 (C): -0.260, atom 13 (C): -0.166, atom 14 (C): -0.225, atom 15 (C): -0.073, atom 16 (C): -0.153, atom 17 (C): -0.286, atom 18 (C): 0.000, atom 19 (C): -0.268, atom 20 (N): 0.061, atom 21 (C): -0.246, atom 22 (C): 0.048, atom 23 (C): -0.247, atom 24 (N): -0.002, atom 25 (C): -0.264, atom 26 (C): 0.040, atom 27 (C): -0.136, atom 28 (C): -0.132, atom 29 (C): -0.198, atom 30 (C): -0.091, atom 31 (C): -0.197, atom 32 (C): -0.093, atom 33 (C): -0.140, atom 34 (C): -0.147, atom 35 (C): -0.205, atom 36 (C): -0.089, atom 37 (C): -0.200, atom 38 (C): -0.090, atom 39 (N): 0.077, atom 40 (C): -0.209, atom 41 (C): -0.085, atom 42 (H): 0.054, atom 43 (H): 0.064, atom 44 (H): 0.071, atom 45 (H): 0.104, atom 46 (H): 0.068, atom 47 (H): 0.097, atom 48 (H): 0.106, atom 49 (H): 0.063, atom 50 (H): 0.064, atom 51 (H): 0.063, atom 52 (H): 0.089, atom 53 (H): 0.101, atom 54 (H): 0.061, atom 55 (H): 0.066, atom 56 (H): 0.065, atom 57 (H): 0.069, atom 58 (H): 0.091, atom 59 (H): 0.092, atom 60 (H): 0.094, atom 61 (H): 0.097, atom 62 (H): 0.105, atom 63 (H): 0.065, atom 64 (H): 0.063, atom 65 (H): 0.063, atom 66 (H): 0.104, atom 67 (H): 0.096, atom 68 (H): 0.065, atom 69 (H): 0.063, atom 70 (H): 0.065, atom 71 (H): 0.094, atom 72 (H): 0.096, atom 73 (H): 0.064, atom 74 (H): 0.063, atom 75 (H): 0.061, atom 76 (H): 0.105, atom 77 (H): 0.094, atom 78 (H): 0.063, atom 79 (H): 0.064, atom 80 (H): 0.063, atom 81 (H): 0.096, atom 82 (H): 0.093, atom 83 (H): 0.073, atom 84 (H): 0.065, atom 85 (H): 0.059, atom 86 (Cl): 0.629, atom 87 (C): -0.593, atom 88 (C): -0.158, atom 89 (C): -0.631, atom 90 (Cl): 0.614, atom 91 (C): -0.187, atom 92 (C): -0.045, atom 93 (C): -0.067, atom 94 (C): -0.149, atom 95 (N): 0.098, atom 96 (C): -0.140, atom 97 (C): -0.438, atom 98 (O): -0.202, atom 99 (H): 0.095


Record 2
This record from the Open Molecules 2025 dataset describes a structure of composition C68H156Cu2O32 at a distorted geometry. The level of theory is ωB97M-V with the def2-TZVPD basis set.

Element x y z (Å)
Cu1 -0.300 3.350 0.472
Cu2 0.081 -4.399 -1.159
C1 -1.241 -0.417 -1.180
C2 -0.680 -1.702 -0.900
C3 0.256 -1.884 0.333
O1 0.715 -3.050 0.458
C4 0.513 -0.839 1.214
C5 0.127 0.512 0.824
C6 -0.751 0.652 -0.458
O2 -0.955 1.828 -0.856
O3 0.339 1.507 1.488
O4 -0.975 -2.669 -1.597
H1 -1.900 -0.313 -2.054
H2 1.071 -1.015 2.169
C7 -5.575 4.204 -6.470
C8 -5.188 5.603 -6.046
C9 -5.034 5.809 -4.535
C10 -6.266 5.613 -3.689
C11 -6.114 5.660 -2.172
C12 -7.443 5.499 -1.425
H3 -6.589 3.947 -6.133
H4 -5.027 3.333 -5.948
H5 -5.488 3.982 -7.534
H6 -4.233 5.904 -6.474
H7 -5.845 6.350 -6.545
H8 -4.655 6.819 -4.214
H9 -4.226 5.070 -4.227
H10 -7.009 6.377 -3.961
H11 -6.651 4.632 -3.937
H12 -5.422 4.847 -1.897
H13 -5.548 6.593 -1.898
H14 -8.289 6.232 -1.563
H15 -7.937 4.520 -1.663
H16 -7.351 5.466 -0.307
C13 1.896 -6.319 0.782
O5 1.503 -6.324 -0.549
C14 2.541 -6.488 -1.498
C15 2.007 -6.240 -2.856
O6 1.536 -4.916 -2.819
C16 0.969 -4.549 -4.106
H17 2.615 -7.138 0.936
H18 0.972 -6.457 1.323
H19 2.383 -5.377 1.047
H20 2.956 -7.513 -1.377
H21 3.383 -5.819 -1.258
H22 1.165 -6.925 -3.134
H23 2.812 -6.372 -3.616
H24 1.753 -4.625 -4.901
H25 0.701 -3.540 -3.890
H26 0.113 -5.235 -4.334
C17 -2.045 2.405 -4.207
O7 -0.922 2.247 -5.056
C18 0.117 1.413 -4.550
C19 -0.240 -0.106 -4.552
O8 -0.079 -0.706 -5.798
C20 -1.026 -0.211 -6.756
H27 -2.889 1.724 -4.525
H28 -2.433 3.410 -4.348
H29 -1.860 2.293 -3.137
H30 0.310 1.707 -3.507
H31 1.057 1.578 -5.153
H32 -1.280 -0.126 -4.287
H33 0.296 -0.674 -3.776
H34 -0.839 -0.782 -7.649
H35 -0.954 0.865 -6.948
H36 -2.031 -0.482 -6.437
C21 -4.961 -0.766 -7.943
O9 -5.868 -0.268 -6.952
C22 -6.015 -1.128 -5.807
C23 -5.005 -1.129 -4.699
O10 -3.742 -1.741 -5.067
C24 -2.964 -2.195 -3.992
H37 -4.968 0.074 -8.695
H38 -5.268 -1.724 -8.385
H39 -3.941 -0.886 -7.586
H40 -6.039 -2.169 -6.217
H41 -7.022 -0.985 -5.430
H42 -5.434 -1.798 -3.870
H43 -4.863 -0.096 -4.227
H44 -3.367 -3.078 -3.484
H45 -2.846 -1.449 -3.209
H46 -1.994 -2.521 -4.344
C25 6.762 -7.734 2.532
O11 6.705 -7.544 1.123
C26 6.239 -6.228 0.782
C27 7.099 -5.107 1.342
O12 6.319 -3.957 1.088
C28 6.976 -2.818 1.579
H47 5.746 -7.759 2.906
H48 7.399 -7.029 3.032
H49 7.127 -8.720 2.673
H50 5.211 -6.101 1.193
H51 6.183 -6.080 -0.286
H52 8.043 -5.045 0.786
H53 7.334 -5.263 2.400
H54 8.005 -2.684 1.186
H55 7.065 -2.845 2.668
H56 6.400 -1.967 1.281
C29 -0.566 0.610 4.674
O13 -1.925 0.905 4.862
C30 -2.404 1.059 6.204
C31 -2.812 2.511 6.442
O14 -1.901 3.498 6.010
C32 -0.739 3.741 6.810
H57 -0.405 0.612 3.620
H58 -0.304 -0.368 5.100
H59 0.107 1.354 5.041
H60 -1.703 0.661 6.943
H61 -3.261 0.429 6.354
H62 -3.062 2.639 7.498
H63 -3.705 2.699 5.847
H64 -0.005 4.409 6.314
H65 -0.282 2.755 6.944
H66 -0.995 4.148 7.794
C33 -2.600 -5.925 -3.511
O15 -1.581 -6.152 -2.586
C34 -1.802 -7.103 -1.621
C35 -2.397 -6.528 -0.375
O16 -1.374 -5.696 0.122
C36 -1.567 -5.411 1.540
H67 -2.130 -5.162 -4.118
H68 -3.439 -5.381 -3.040
H69 -2.951 -6.813 -4.052
H70 -0.885 -7.601 -1.289
H71 -2.335 -7.997 -2.052
H72 -2.595 -7.387 0.306
H73 -3.328 -5.915 -0.412
H74 -0.885 -4.637 1.833
H75 -1.396 -6.362 2.061
H76 -2.604 -5.068 1.701
C37 2.702 -3.751 3.130
O17 2.532 -3.172 4.360
C38 1.706 -3.870 5.294
C39 1.559 -3.052 6.535
O18 2.789 -3.094 7.279
C40 3.110 -2.012 8.060
H77 1.789 -4.051 2.636
H78 3.343 -4.618 3.237
H79 3.231 -3.034 2.491
H80 2.145 -4.833 5.575
H81 0.745 -3.960 4.814
H82 0.710 -3.461 7.141
H83 1.321 -2.046 6.232
H84 2.227 -1.732 8.626
H85 3.347 -1.106 7.434
H86 3.878 -2.240 8.778
C41 2.202 5.563 1.653
O19 1.060 4.901 2.080
C42 -0.046 5.747 2.482
C43 -1.148 4.870 2.961
O20 -1.739 4.296 1.808
C44 -2.738 3.349 2.189
H87 2.913 4.823 1.276
H88 2.709 5.980 2.550
H89 2.013 6.314 0.839
H90 -0.457 6.369 1.666
H91 0.301 6.341 3.364
H92 -1.891 5.539 3.426
H93 -0.791 4.151 3.705
H94 -3.029 2.770 1.287
H95 -3.647 3.790 2.649
H96 -2.315 2.585 2.906
C45 -2.963 -2.700 5.355
O21 -2.602 -2.935 4.021
C46 -3.144 -1.871 3.173
C47 -2.944 -2.046 1.725
O22 -3.872 -2.947 1.105
C48 -3.842 -2.839 -0.299
H97 -2.349 -3.385 6.025
H98 -4.003 -2.953 5.524
H99 -2.733 -1.681 5.658
H100 -2.620 -0.980 3.527
H101 -4.201 -1.802 3.417
H102 -1.904 -2.433 1.621
H103 -2.915 -1.035 1.217
H104 -2.987 -3.304 -0.812
H105 -3.875 -1.802 -0.642
H106 -4.743 -3.303 -0.697
C49 8.346 4.784 0.249
O23 7.932 3.644 0.960
C50 6.653 3.164 0.559
C51 5.517 4.105 0.763
O24 5.654 4.918 1.881
C52 5.207 4.266 3.072
H107 7.621 5.576 0.383
H108 8.434 4.565 -0.840
H109 9.351 5.008 0.690
H110 6.406 2.241 1.066
H111 6.691 2.886 -0.496
H112 4.592 3.512 0.685
H113 5.459 4.857 -0.076
H114 4.245 3.706 3.000
H115 5.129 5.025 3.873
H116 5.875 3.471 3.380
C53 5.081 1.216 -2.279
O25 4.505 1.658 -1.036
C54 4.179 0.715 -0.022
C55 3.523 -0.579 -0.493
O26 4.255 -1.355 -1.426
C56 3.705 -2.690 -1.363
H117 6.115 0.906 -2.189
H118 5.087 2.040 -2.960
H119 4.510 0.330 -2.656
H120 3.479 1.243 0.643
H121 5.072 0.426 0.536
H122 2.600 -0.250 -0.948
H123 3.258 -1.159 0.376
H124 4.150 -3.133 -0.425
H125 4.022 -3.244 -2.237
H126 2.603 -2.688 -1.346
C57 7.961 0.309 3.638
O27 6.573 0.475 3.754
C58 6.015 -0.067 4.943
C59 4.562 -0.068 4.921
O28 4.005 1.194 5.147
C60 2.785 1.375 4.396
H127 8.525 1.048 4.230
H128 8.184 0.389 2.530
H129 8.288 -0.707 3.912
H130 6.355 0.520 5.821
H131 6.387 -1.062 5.183
H132 4.121 -0.778 5.653
H133 4.125 -0.391 3.932
H134 2.983 1.639 3.370
H135 2.327 2.290 4.810
H136 2.063 0.528 4.518
C61 -7.227 1.733 -4.571
O29 -7.479 0.612 -3.692
C62 -7.622 1.000 -2.355
C63 -6.320 1.021 -1.549
O30 -5.516 2.097 -2.045
C64 -4.240 2.075 -1.457
H137 -6.240 2.145 -4.487
H138 -7.985 2.505 -4.401
H139 -7.330 1.280 -5.566
H140 -8.394 0.321 -1.893
H141 -8.095 1.967 -2.342
H142 -5.800 0.082 -1.836
H143 -6.402 1.168 -0.423
H144 -3.593 2.682 -2.090
H145 -3.754 1.038 -1.375
H146 -4.326 2.535 -0.473
C65 2.180 3.471 -1.359
O31 1.100 4.340 -0.908
C66 0.457 4.973 -2.000
C67 -0.308 6.184 -1.474
O32 -1.314 5.840 -0.565
C68 -2.433 5.199 -1.165
H147 3.182 3.944 -1.253
H148 1.980 3.185 -2.424
H149 2.131 2.592 -0.765
H150 -0.142 4.279 -2.571
H151 1.246 5.326 -2.692
H152 -0.699 6.824 -2.345
H153 0.410 6.754 -0.857
H154 -3.182 5.011 -0.424
H155 -2.161 4.251 -1.675
H156 -2.861 5.846 -1.954

Its energy is -8372.49481 a.u. Its spin multiplicity is 1. Its energy relative to the best compared isomer or geometry (same formula, charge and spin) is 0.000 eV. Its LUMO energy is 0.33 eV. For the HOMO energy, the calculation gives -7.2612 eV.

Here are the Löwdin charges for atoms 1 to 99, given in e: atom 1 (Cu): 0.350, atom 2 (Cu): 0.365, atom 3 (C): 0.003, atom 4 (C): -0.328, atom 5 (C): -0.364, atom 6 (O): -0.042, atom 7 (C): 0.017, atom 8 (C): -0.334, atom 9 (C): -0.320, atom 10 (O): -0.044, atom 11 (O): 0.016, atom 12 (O): -0.016, atom 13 (H): 0.088, atom 14 (H): 0.126, atom 15 (C): -0.117, atom 16 (C): -0.269, atom 17 (C): -0.233, atom 18 (C): -0.248, atom 19 (C): -0.269, atom 20 (C): -0.120, atom 21 (H): 0.056, atom 22 (H): 0.088, atom 23 (H): 0.071, atom 24 (H): 0.096, atom 25 (H): 0.114, atom 26 (H): 0.122, atom 27 (H): 0.110, atom 28 (H): 0.125, atom 29 (H): 0.085, atom 30 (H): 0.084, atom 31 (H): 0.116, atom 32 (H): 0.080, atom 33 (H): 0.065, atom 34 (H): 0.073, atom 35 (C): -0.079, atom 36 (O): -0.208, atom 37 (C): -0.189, atom 38 (C): -0.209, atom 39 (O): -0.233, atom 40 (C): -0.028, atom 41 (H): 0.099, atom 42 (H): 0.084, atom 43 (H): 0.077, atom 44 (H): 0.142, atom 45 (H): 0.128, atom 46 (H): 0.143, atom 47 (H): 0.143, atom 48 (H): 0.109, atom 49 (H): 0.077, atom 50 (H): 0.093, atom 51 (C): -0.110, atom 52 (O): -0.202, atom 53 (C): -0.166, atom 54 (C): -0.220, atom 55 (O): -0.176, atom 56 (C): -0.072, atom 57 (H): 0.102, atom 58 (H): 0.072, atom 59 (H): 0.051, atom 60 (H): 0.100, atom 61 (H): 0.146, atom 62 (H): 0.076, atom 63 (H): 0.129, atom 64 (H): 0.085, atom 65 (H): 0.092, atom 66 (H): 0.063, atom 67 (C): -0.094, atom 68 (O): -0.200, atom 69 (C): -0.209, atom 70 (C): -0.172, atom 71 (O): -0.196, atom 72 (C): -0.120, atom 73 (H): 0.104, atom 74 (H): 0.087, atom 75 (H): 0.058, atom 76 (H): 0.134, atom 77 (H): 0.108, atom 78 (H): 0.146, atom 79 (H): 0.132, atom 80 (H): 0.073, atom 81 (H): 0.056, atom 82 (H): 0.088, atom 83 (C): -0.097, atom 84 (O): -0.177, atom 85 (C): -0.185, atom 86 (C): -0.221, atom 87 (O): -0.192, atom 88 (C): -0.110, atom 89 (H): 0.090, atom 90 (H): 0.070, atom 91 (H): 0.078, atom 92 (H): 0.121, atom 93 (H): 0.123, atom 94 (H): 0.136, atom 95 (H): 0.109, atom 96 (H): 0.101, atom 97 (H): 0.086, atom 98 (H): 0.074, atom 99 (C): -0.101